Entry 1:
Entry from the OMol25 dataset: a molecular structure, C13H11IN4PbS4Sb (wB97M-V/def2-TZVPD).

Element x y z (Å)
Pb -0.0515 0.5770 0.6375
S -1.7780 -0.7534 -1.2512
C -0.8648 -1.3000 -2.5922
N -1.2846 -1.8148 -3.7070
N -2.6632 -1.9742 -3.8394
C -3.3544 -2.9916 -3.1947
C -2.8120 -3.7626 -2.1620
C -3.5680 -4.7682 -1.5804
C -4.8610 -5.0436 -2.0035
C -5.3987 -4.2821 -3.0343
C -4.6606 -3.2713 -3.6209
N 0.5822 -1.2471 -2.6806
N 1.1764 -0.9223 -1.6506
C 2.6026 -0.8386 -1.7982
C 3.3322 -0.7747 -0.6233
C 4.7183 -0.7124 -0.6666
C 5.3665 -0.6970 -1.8912
C 4.6290 -0.7492 -3.0723
C 3.2483 -0.8255 -3.0336
H -2.8878 -1.9337 -4.8203
H -1.8129 -3.5639 -1.8080
H -3.1310 -5.3410 -0.7714
H -5.4421 -5.8262 -1.5325
H -6.4088 -4.4696 -3.3815
H -5.0958 -2.6671 -4.4104
H 2.8231 -0.7902 0.3304
H 5.2673 -0.6898 0.2656
H 6.4483 -0.6463 -1.9322
H 5.1395 -0.7350 -4.0285
H 2.6565 -0.8787 -3.9370
S 4.0344 -2.0769 3.2512
Sb 2.1351 -0.7949 3.3016
S 2.3658 1.3809 2.5421
S 0.4537 -1.7048 1.8754
I -2.5476 1.4293 2.1441

Computed properties:
* LUMO level (alpha / beta): 4.4 / 3.9 eV
* expectation value of S²: 0.761
* spin multiplicity: 2
* gap between HOMO and LUMO (alpha / beta): 6.09 / 5.97 eV
* net charge: -2

Mulliken population analysis, charges in e, atoms 1 to 8: Pb 0.68; S -0.37; C 0.11; N -0.71; N -0.01; C 0.58; C -0.21; C -0.64

Entry 2:
Entry from the OMol25 dataset: a single C13H11N molecule in a non-equilibrium geometry (wB97M-V/def2-TZVPD).

Element x y z (Å)
C -1.2582 0.3742 1.2981
C -0.9312 -0.5789 0.6779
C -0.1408 -1.5514 -0.0527
C -0.5054 -2.9090 -0.1031
C 0.0550 -3.7695 -1.0200
C 0.9568 -3.3500 -2.0739
C 1.0080 -1.9705 -2.3638
C 0.4659 -0.9518 -1.3619
C 0.4777 0.5176 -1.2469
C 0.3398 1.6753 -1.0363
C -0.4057 2.8242 -0.3581
N 0.2000 3.2069 0.8931
C 0.3384 2.1374 1.8495
C -0.9299 1.6091 2.1419
H -1.2454 -3.4767 0.5778
H 0.1190 -4.9626 -0.8182
H 1.5226 -4.1317 -2.6556
H 1.6844 -1.6904 -3.3402
H -1.4760 2.4188 -0.0048
H -0.6199 3.6041 -1.1341
H 1.1576 3.4438 0.6337
H 0.7316 2.5306 2.7559
H 1.1514 1.4591 1.5539
H -0.8890 1.3153 3.2654
H -1.8068 2.2261 1.9224

Computed properties:
* LUMO level: -0.1 eV
* structure (SMILES): C1#Cc2ccccc2C#CCNCC1
* spin multiplicity: 1
* gap between HOMO and LUMO: 8.24 eV

Mulliken population analysis, charges in e, atoms 1 to 8: C 0.40; C -0.08; C -0.15; C -0.40; C -0.29; C -0.33; C -0.60; C -0.25

Entry 3:
Entry from the OMol25 dataset: 2 unconnected molecules or ions with the total composition C13H11NO3 in a non-equilibrium geometry (wB97M-V/def2-TZVPD).

Element x y z (Å)
C 1.2533 0.0005 1.8515
C 0.6014 1.2507 1.6606
C -0.7260 1.5205 1.4719
C -1.8557 0.6941 1.4554
C -1.8534 -0.6911 1.4624
C -0.7245 -1.5144 1.4866
C 0.5982 -1.2481 1.6710
H 2.3320 0.0067 1.7985
H 1.2949 2.0846 1.5555
H -0.9556 2.5887 1.3347
H -2.8292 1.1871 1.4037
H -2.8280 -1.1772 1.4168
H -0.9570 -2.5780 1.3593
H 1.2910 -2.0777 1.5768
O 2.2681 -0.0341 3.7124
C 1.8531 -0.0114 4.9002
C 0.4264 0.0597 5.0875
C -0.1651 0.0621 6.3351
C 0.6251 0.0037 7.4893
N -0.0470 -0.0019 8.7447
O 0.6091 -0.0561 9.8117
O -1.3041 0.0474 8.7476
C 2.0216 -0.0508 7.3866
C 2.6464 -0.0542 6.1597
H -0.1738 0.0980 4.1740
H -1.2500 0.1084 6.3671
H 2.5572 -0.0885 8.3197
H 3.7279 -0.0923 6.1251

Computed properties:
* LUMO level: -1.8 eV
* spin multiplicity: 1
* gap between HOMO and LUMO: 5.65 eV

Mulliken population analysis, charges in e, atoms 1 to 8: C -0.16; C -0.11; C -0.15; C -0.33; C -0.32; C -0.16; C -0.13; H 0.13

Q: Look up the spin multiplicity of the first one.
A: 2

Q: Which of these has the highest spin multiplicity?
A: C13H11IN4PbS4Sb